Entry 1:
The following is a quantum chemistry calculation of a cluster of 12 separate species, C33H63N17O5 in total, from OMol25.

Each line ends with the Mulliken charge.
Cartesian coordinates (Å):
C 23.615 -2.337 -12.842  -0.453
C 24.394 -2.030 -11.735  -0.345
C 23.968 -2.749 -10.675  -0.523
N 22.838 -3.425 -11.013  0.010
C 22.616 -3.128 -12.352  -0.485
H 23.684 -1.870 -13.813  0.405
H 25.171 -1.280 -11.760  0.367
H 24.252 -2.817 -9.636  0.368
H 22.233 -3.925 -10.377  0.205
H 21.733 -3.576 -12.784  0.450
C 10.229 -1.769 -17.862  -0.558
C 9.639 -1.609 -19.087  -0.359
C 8.416 -2.358 -19.043  -0.539
N 8.424 -3.114 -17.885  -0.012
C 9.577 -2.814 -17.188  -0.390
H 11.193 -1.441 -17.501  0.399
H 9.998 -1.014 -19.913  0.474
H 7.678 -2.591 -19.797  0.342
H 7.727 -3.828 -17.729  0.214
H 9.810 -3.320 -16.263  0.430
C 22.091 3.850 -16.059  -0.436
C 22.550 3.212 -14.851  -0.331
C 23.695 3.867 -14.423  -0.460
N 23.920 4.867 -15.374  0.001
C 22.976 4.916 -16.315  -0.633
H 21.186 3.546 -16.563  0.489
H 22.137 2.376 -14.306  0.405
H 24.334 3.570 -13.605  0.356
H 24.636 5.575 -15.302  0.201
H 22.963 5.608 -17.145  0.404
N 15.585 -4.689 -11.305  -0.405
C 15.465 -4.944 -12.557  0.723
N 16.542 -5.496 -13.028  -0.337
O 14.367 -4.839 -13.119  -0.690
H 16.497 -4.794 -10.885  0.149
H 14.758 -4.301 -10.874  0.225
H 17.257 -5.622 -12.326  0.134
H 16.590 -5.902 -13.952  0.205
N 14.618 0.895 -22.771  -0.393
C 13.553 0.158 -22.771  0.682
N 13.792 -1.050 -22.452  -0.320
O 12.471 0.633 -23.025  -0.687
H 15.492 0.574 -22.382  0.178
H 14.453 1.806 -23.176  0.209
H 13.134 -1.816 -22.476  0.203
H 14.712 -1.417 -22.254  0.131
N 13.738 -5.215 -17.776  -0.402
C 14.683 -5.967 -18.336  0.649
N 14.403 -6.305 -19.587  -0.408
O 15.750 -6.236 -17.900  -0.632
H 12.857 -5.255 -18.268  0.185
H 13.934 -5.140 -16.788  0.252
H 13.560 -6.016 -20.062  0.146
H 15.003 -6.968 -20.057  0.209
N 21.146 0.913 -21.523  -0.333
C 22.429 0.726 -21.776  0.682
N 23.090 1.816 -21.528  -0.383
O 22.964 -0.212 -22.287  -0.654
H 20.488 0.193 -21.787  0.190
H 20.836 1.792 -21.132  0.142
H 22.775 2.655 -21.062  0.148
H 24.079 1.838 -21.732  0.204
N 18.614 -4.881 -22.090  -0.368
C 18.508 -3.809 -22.812  0.681
N 18.765 -4.086 -24.029  -0.377
O 18.286 -2.688 -22.404  -0.665
H 18.504 -4.791 -21.090  0.197
H 18.768 -5.820 -22.428  0.158
H 19.106 -5.011 -24.249  0.151
H 18.777 -3.374 -24.745  0.223
C 19.775 -1.861 -17.352  -0.974
C 18.369 -1.550 -16.665  -0.545
C 17.351 -0.954 -17.615  -0.326
C 17.740 0.359 -18.160  0.158
N 18.045 1.363 -18.565  -0.407
H 20.348 -0.935 -17.403  0.336
H 19.552 -2.398 -18.274  0.251
H 20.284 -2.556 -16.684  0.308
H 18.400 -1.009 -15.719  0.358
H 17.971 -2.533 -16.417  0.286
H 16.381 -0.868 -17.125  0.308
H 17.166 -1.595 -18.478  0.246
C 15.656 2.911 -13.259  -1.149
C 14.655 2.301 -12.303  -0.232
C 14.889 2.591 -10.820  -0.519
C 16.099 2.094 -10.250  0.215
N 17.085 1.756 -9.806  -0.414
H 15.776 3.975 -13.058  0.315
H 15.398 2.783 -14.311  0.330
H 16.645 2.464 -13.162  0.329
H 14.565 1.231 -12.488  0.287
H 13.681 2.766 -12.457  0.239
H 14.116 2.226 -10.144  0.319
H 14.897 3.659 -10.604  0.279
C 21.039 -7.606 -16.675  -1.095
C 21.643 -7.766 -15.286  -0.279
C 23.164 -7.498 -15.111  -0.344
C 23.799 -6.475 -15.924  0.182
N 24.404 -5.728 -16.554  -0.429
H 20.837 -6.546 -16.827  0.250
H 20.086 -8.131 -16.742  0.364
H 21.626 -7.953 -17.525  0.330
H 21.481 -8.791 -14.952  0.265
H 21.164 -7.111 -14.558  0.217
H 23.716 -8.399 -15.380  0.247
H 23.419 -7.248 -14.082  0.293
C 17.126 8.998 -18.405  -1.187
C 18.514 8.607 -18.913  -0.328
C 18.656 7.185 -19.459  -0.299
C 19.931 6.947 -20.213  0.139
N 20.945 6.753 -20.779  -0.456
H 17.177 9.892 -17.784  0.329
H 16.715 8.225 -17.756  0.317
H 16.494 9.195 -19.271  0.329
H 19.174 8.768 -18.060  0.304
H 18.680 9.292 -19.745  0.275
H 17.868 6.972 -20.181  0.282
H 18.641 6.465 -18.641  0.300

## Properties
- ΔE to the lowest compared entry with this formula, charge and spin (kcal/mol) = 54.4
- DFT total energy (a.u.) = -2602.253189
- 2S+1 = 1
- SMILES = c1cc[nH]c1.c1cc[nH]c1.c1cc[nH]c1.NC(N)=O.NC(N)=O.NC(N)=O.NC(N)=O.NC(N)=O.CCCC#N.CCCC#N.CCCC#N.CCCC#N
- Kohn-Sham gap (Ha) = 0.2912
- charge = 0
- HOMO (Ha) = -0.2956

Entry 2:
The following is a quantum chemistry calculation of a cluster of 4 separate species, C33H64Br2F3O15P3 in total, from OMol25.

Each line ends with the Mulliken charge.
Cartesian coordinates (Å):
C 4.925 0.614 -4.257  -1.231
C 3.658 -0.065 -4.848  -0.270
C 2.415 0.753 -4.524  -1.086
C 1.118 0.164 -5.124  0.269
C 0.841 -1.226 -4.550  -1.641
C -0.052 1.183 -4.992  -1.255
O 0.143 1.973 -3.821  -0.449
C -0.613 1.398 -2.845  0.378
O -0.476 1.717 -1.718  -0.604
O -1.435 0.445 -3.370  0.108
C -1.504 0.709 -4.788  1.920
C -2.346 1.983 -5.103  -1.075
C -3.858 1.893 -4.867  -0.968
C -4.258 1.942 -3.426  0.674
F -3.386 2.488 -2.561  -0.324
C -5.409 1.521 -2.950  0.301
F -5.720 1.494 -1.676  -0.221
F -6.372 1.057 -3.714  -0.271
C -1.973 -0.355 -5.765  -1.376
Br -1.097 -0.246 -7.465  -0.073
C -2.888 -1.319 -5.661  0.913
C -3.233 -2.331 -6.716  -1.486
Br -3.919 -1.531 -4.090  -0.028
H 5.496 -0.121 -3.692  0.341
H 5.553 1.012 -5.049  0.283
H 4.601 1.385 -3.561  0.372
H 3.621 -1.063 -4.414  0.175
H 3.752 -0.203 -5.927  0.377
H 2.521 1.748 -4.966  0.384
H 2.312 0.832 -3.441  0.375
H 1.331 0.071 -6.189  0.586
H 1.725 -1.858 -4.611  0.476
H 0.055 -1.766 -5.075  0.325
H 0.600 -1.166 -3.487  0.300
H 0.037 1.794 -5.888  0.850
H -1.986 2.832 -4.525  0.614
H -2.202 2.226 -6.155  0.523
H -4.284 2.790 -5.333  0.533
H -4.316 1.055 -5.389  0.211
H -3.502 -3.247 -6.188  0.362
H -4.116 -2.033 -7.280  0.256
H -2.385 -2.573 -7.346  0.508
C -3.779 -2.343 4.818  -0.884
C -3.312 -1.073 5.508  -0.367
O -2.347 -0.344 4.742  -0.305
P -2.815 0.387 3.385  0.855
O -3.732 1.489 3.718  -0.799
O -1.427 1.111 2.967  -0.337
C -1.344 2.528 2.825  -0.323
C -0.938 3.200 4.122  -0.982
O -2.579 -0.834 2.365  -0.126
C -3.362 -0.876 1.148  -0.147
C -3.123 0.333 0.268  -0.796
H -4.366 -2.118 3.925  0.202
H -4.407 -2.929 5.490  0.429
H -2.928 -2.949 4.510  0.200
H -4.161 -0.422 5.734  0.299
H -2.825 -1.322 6.450  0.332
H -2.285 2.932 2.452  0.324
H -0.593 2.720 2.056  0.424
H -1.482 2.795 4.975  0.327
H -1.120 4.274 4.073  0.369
H 0.124 3.041 4.319  0.068
H -4.422 -0.960 1.405  0.320
H -3.077 -1.790 0.629  0.127
H -3.474 1.242 0.764  0.271
H -3.646 0.256 -0.684  0.126
H -2.060 0.456 0.060  0.334
C 3.203 2.867 7.099  -0.556
C 3.741 4.140 7.729  -0.372
O 4.703 4.808 6.913  -0.351
P 4.214 5.520 5.533  1.096
O 3.402 6.663 6.004  -0.789
O 5.601 6.189 5.028  -0.335
C 5.709 7.600 4.838  -0.332
C 6.192 8.298 6.095  -1.073
O 4.461 4.179 4.652  -0.311
C 3.683 3.982 3.447  -0.122
C 3.913 5.076 2.423  -1.147
H 2.594 3.084 6.218  -0.118
H 2.577 2.327 7.810  0.415
H 4.019 2.219 6.783  0.234
H 2.923 4.829 7.961  0.276
H 4.249 3.902 8.663  0.325
H 4.761 8.016 4.498  0.333
H 6.428 7.751 4.031  0.381
H 5.676 7.927 6.979  0.294
H 6.034 9.375 6.022  0.337
H 7.258 8.118 6.247  0.285
H 2.623 3.920 3.708  0.176
H 3.979 3.016 3.044  0.358
H 3.559 6.045 2.789  0.312
H 3.377 4.852 1.501  0.434
H 4.975 5.180 2.204  0.270
C -3.087 -4.475 -2.217  -0.774
C -2.583 -5.746 -2.873  -0.543
O -1.224 -6.036 -2.528  -0.247
P -0.880 -6.474 -1.017  0.821
O -1.478 -7.790 -0.743  -0.810
O 0.708 -6.762 -1.168  -0.310
C 1.256 -8.048 -0.880  -0.302
C 1.296 -8.930 -2.114  -1.097
O -0.643 -5.007 -0.399  -0.109
C -0.863 -4.803 1.018  -0.164
C 0.054 -5.653 1.874  -1.183
H -3.171 -4.599 -1.134  0.245
H -4.073 -4.211 -2.599  0.508
H -2.404 -3.648 -2.402  0.167
H -3.217 -6.596 -2.606  0.302
H -2.607 -5.643 -3.957  0.271
H 0.704 -8.528 -0.073  0.318
H 2.270 -7.879 -0.513  0.379
H 0.363 -8.872 -2.673  0.289
H 1.475 -9.970 -1.838  0.343
H 2.093 -8.612 -2.786  0.285
H -1.910 -5.013 1.255  0.293
H -0.689 -3.746 1.209  0.288
H -0.154 -6.719 1.743  0.306
H -0.082 -5.413 2.928  0.411
H 1.096 -5.489 1.601  0.297

## Properties
- DFT total energy (a.u.) = -8896.261868
- 2S+1 = 1
- SMILES = CCC[C@@H](C)[C@@H]1OC(=O)O[C@]1(CCC(F)=C(F)F)/C(Br)=C(/C)Br.CCOP(=O)(OCC)OCC.CCOP(=O)(OCC)OCC.CCOP(=O)(OCC)OCC
- Kohn-Sham gap (Ha) = 0.3517
- charge = 0
- HOMO (Ha) = -0.3511

Entry 3:
The following is a quantum chemistry calculation of a structure of composition C33H64F24N8O21S8, from OMol25.

Each line ends with the Mulliken charge.
Cartesian coordinates (Å):
C -20.674 12.460 -17.306  -1.433
C -20.127 13.560 -18.121  0.265
C -19.047 13.072 -19.116  -0.683
O -19.674 12.515 -20.309  -0.352
C -18.763 12.181 -21.356  -0.745
N -21.298 14.223 -18.904  -0.312
H -21.409 13.598 -19.689  0.382
H -22.201 14.065 -18.480  0.331
H -21.220 15.181 -19.216  0.337
H -21.372 11.736 -17.726  0.407
H -21.077 12.810 -16.356  0.398
H -19.822 11.825 -17.064  0.349
H -19.799 14.350 -17.446  0.302
H -18.327 12.424 -18.616  0.403
H -18.515 13.934 -19.519  0.471
H -19.316 11.722 -22.175  0.252
H -18.001 11.459 -21.064  0.292
H -18.319 13.123 -21.678  0.333
C -9.721 9.902 -20.379  -1.438
C -8.215 9.773 -20.640  -0.188
C -7.781 9.113 -22.032  -0.713
N -6.273 9.005 -22.288  0.043
C -5.785 10.481 -22.571  -0.632
C -4.346 10.557 -23.127  -0.684
C -4.089 9.640 -24.320  -0.603
C -4.618 8.262 -24.045  -0.734
C -6.085 8.248 -23.557  -0.489
C -5.509 8.391 -21.065  -1.070
H -10.009 10.235 -19.382  0.377
H -10.159 8.928 -20.598  0.359
H -10.247 10.621 -21.006  0.351
H -7.904 9.223 -19.752  0.296
H -7.773 10.762 -20.518  0.289
H -8.266 9.541 -22.908  0.428
H -8.124 8.079 -21.979  0.480
H -6.537 10.778 -23.302  0.450
H -5.906 11.080 -21.668  0.348
H -4.073 11.583 -23.377  0.425
H -3.733 10.242 -22.283  0.306
H -4.523 10.124 -25.195  0.326
H -3.005 9.599 -24.433  0.318
H -4.546 7.661 -24.951  0.392
H -3.980 7.722 -23.345  0.315
H -6.622 8.802 -24.327  0.382
H -6.547 7.278 -23.374  0.501
H -5.880 7.376 -20.923  0.322
H -5.389 9.019 -20.182  0.308
H -4.486 8.362 -21.442  0.535
C -25.712 3.497 -14.056  -0.759
O -26.621 4.527 -14.426  -0.300
C -26.619 5.734 -13.712  -0.535
C -27.644 6.843 -14.187  -0.638
N -29.068 6.468 -13.696  -0.203
H -28.968 6.219 -12.723  0.370
H -29.674 7.275 -13.745  0.401
C -29.871 5.415 -14.410  -0.583
C -31.158 4.998 -13.646  -0.575
O -31.942 6.117 -13.283  -0.309
C -33.157 5.875 -12.679  -0.820
H -25.631 2.703 -14.799  0.276
H -25.802 3.076 -13.055  0.306
H -24.737 3.969 -14.177  0.328
H -25.681 6.256 -13.901  0.422
H -26.678 5.523 -12.645  0.397
H -27.729 6.888 -15.273  0.358
H -27.513 7.839 -13.764  0.401
H -29.202 4.564 -14.292  0.321
H -29.938 5.728 -15.452  0.451
H -30.907 4.561 -12.680  0.341
H -31.731 4.294 -14.249  0.430
H -33.092 5.803 -11.593  0.308
H -33.719 4.993 -12.987  0.327
H -33.858 6.662 -12.953  0.283
C -12.054 12.965 -6.985  -0.732
O -12.179 14.282 -7.545  -0.394
C -13.371 14.838 -7.235  -0.578
C -13.805 16.049 -8.224  -0.607
N -13.327 15.634 -9.598  -0.191
H -13.113 16.372 -10.253  0.393
H -12.418 15.242 -9.398  0.391
C -14.087 14.462 -10.253  -0.596
C -15.425 14.912 -10.770  -0.586
O -16.252 15.454 -9.692  -0.286
C -17.364 16.166 -10.243  -0.768
H -12.718 12.236 -7.448  0.312
H -12.200 12.991 -5.905  0.320
H -11.075 12.534 -7.198  0.279
H -13.276 15.296 -6.250  0.459
H -14.193 14.124 -7.284  0.473
H -13.282 17.005 -8.207  0.437
H -14.861 16.315 -8.241  0.251
H -14.164 13.657 -9.522  0.209
H -13.427 14.027 -11.004  0.470
H -15.984 14.087 -11.210  0.440
H -15.132 15.592 -11.570  0.388
H -17.974 16.485 -9.398  0.261
H -17.982 15.444 -10.777  0.315
H -17.116 17.008 -10.889  0.338
C -27.558 15.050 -15.784  0.672
F -26.315 14.723 -15.629  -0.231
F -28.199 15.298 -14.654  -0.201
F -27.526 16.118 -16.510  -0.217
S -28.454 13.725 -16.764  0.978
O -28.876 12.629 -15.945  -0.602
O -29.625 14.437 -17.371  -0.617
N -27.230 13.254 -17.923  -0.354
S -28.083 12.572 -18.949  0.948
O -28.748 11.366 -18.515  -0.667
O -28.785 13.485 -19.902  -0.627
C -26.712 11.708 -19.968  0.627
F -25.821 11.054 -19.209  -0.244
F -27.288 10.885 -20.848  -0.221
F -26.103 12.677 -20.628  -0.244
C -12.551 6.250 -28.291  0.655
F -13.046 6.220 -29.529  -0.217
F -11.211 6.190 -28.337  -0.226
F -12.974 7.307 -27.646  -0.190
S -13.189 4.725 -27.257  0.972
O -12.114 4.245 -26.383  -0.612
O -14.349 5.219 -26.447  -0.655
N -13.739 3.616 -28.492  -0.370
S -13.597 2.268 -27.713  0.987
O -12.237 1.772 -27.347  -0.623
O -14.729 2.070 -26.821  -0.641
C -14.087 1.039 -29.172  0.631
F -15.256 1.360 -29.691  -0.246
F -13.213 1.089 -30.171  -0.239
F -14.193 -0.175 -28.686  -0.227
C -11.917 16.295 -26.851  0.631
F -12.666 15.269 -27.109  -0.205
F -12.229 17.268 -27.720  -0.232
F -12.166 16.641 -25.576  -0.231
S -10.047 15.859 -27.157  1.001
O -9.736 14.837 -26.135  -0.636
O -10.101 15.376 -28.526  -0.611
N -9.256 17.345 -26.772  -0.427
S -7.802 16.820 -26.484  1.075
O -7.635 16.706 -25.038  -0.676
O -7.237 15.698 -27.233  -0.642
C -6.835 18.369 -26.983  0.598
F -7.525 19.330 -26.362  -0.215
F -5.591 18.211 -26.436  -0.225
F -6.706 18.579 -28.301  -0.206
C -22.783 22.347 -18.763  0.665
F -23.906 21.628 -18.418  -0.251
F -22.911 22.703 -19.982  -0.221
F -22.884 23.446 -18.019  -0.246
S -21.174 21.336 -18.511  0.961
O -20.201 22.333 -18.234  -0.536
O -21.593 20.451 -17.375  -0.683
N -21.086 20.357 -19.960  -0.419
S -19.730 20.785 -20.671  1.016
O -19.523 22.214 -20.863  -0.619
O -18.593 20.103 -20.141  -0.640
C -20.128 20.105 -22.474  0.636
F -21.204 20.717 -22.984  -0.218
F -19.123 20.364 -23.272  -0.217
F -20.212 18.809 -22.398  -0.227

## Properties
- DFT total energy (a.u.) = -8895.378776
- 2S+1 = 1
- Kohn-Sham gap (Ha) = 0.1767
- charge = 0
- HOMO (Ha) = -0.2644